Here is a structure of composition C10H13ClIrN2O3 from the OMol25 dataset. Energies are from ωB97M-V/def2-TZVPD.

Computed properties:
<S²> = 8.79
HOMO level (alpha / beta) = -12.3 / -16.2 eV
Multiplicity = 6
LUMO energy (alpha / beta) = -6.398 / -12.162 eV
Gap between HOMO and LUMO (alpha / beta) = 0.219 / 0.149 hartree
ΔE to the lowest compared entry with this formula, charge and spin = 17.90 kcal/mol
E_tot = -35040.9464 eV
F_max = 0.13856 hartree/bohr
Total charge = +2

Geometry as XYZ:
```
30
Properties=species:S:1:pos:R:3:mulliken_spin:R:1
Cl -1.147 2.914 -2.450 0.86
C -0.481 -1.400 -1.487 0.42
C 0.907 -1.547 -1.288 0.34
C 1.601 -0.576 -2.066 0.04
H 1.369 -2.309 -0.664 0.01
C 0.583 0.200 -2.812 0.25
C -0.719 -0.301 -2.383 -0.03
H -1.687 0.072 -2.732 0.00
H -1.230 -2.089 -1.095 0.02
H 2.691 -0.498 -2.191 0.01
C 0.838 1.320 -3.731 0.23
Ir 0.395 1.007 -0.849 1.50
C 1.752 1.738 0.198 0.13
O 2.639 2.105 0.859 0.04
C -0.864 2.180 -0.033 0.14
O -1.628 2.855 0.542 0.05
H 1.772 1.793 -3.431 0.00
H 0.051 2.083 -3.490 -0.03
H 0.827 1.003 -4.778 0.02
C 0.334 -0.945 4.342 0.03
N -0.816 -1.145 3.512 0.69
C -0.787 -0.802 2.183 -0.06
N -2.014 -1.029 1.658 0.17
O 0.225 -0.387 1.593 0.07
H 1.092 -0.481 3.660 0.00
H 0.738 -1.872 4.812 0.08
H 0.162 -0.305 5.240 0.07
H -1.716 -1.458 3.889 -0.03
H -2.157 -0.723 0.720 0.00
H -2.734 -1.406 2.271 -0.01
```